A 2-piece molecular cluster, C6H15S overall at a distorted geometry. Source: the OMol25 dataset; level of theory: ωB97M-V with the def2-TZVPD basis set.

XYZ file:
```
22
Properties=species:S:1:pos:R:3
C -0.232 3.575 0.794
C -0.573 -0.005 -0.674
C -0.782 1.157 0.263
C -0.056 2.432 -0.174
H -1.306 3.857 0.767
H 0.273 4.470 0.400
H 0.081 3.359 1.823
H -0.979 -0.929 -0.262
H 0.532 -0.151 -0.694
H -0.892 0.165 -1.729
H -0.321 0.850 1.242
H -1.834 1.277 0.447
H 1.048 2.240 -0.380
H -0.445 2.710 -1.091
C 0.079 -3.234 -0.624
C 1.230 -2.873 0.308
S 1.540 -4.171 1.548
H -0.848 -3.458 -0.015
H 0.427 -4.207 -1.101
H -0.105 -2.422 -1.318
H 0.980 -1.946 0.762
H 2.184 -2.698 -0.292
```

The value obtained for the HOMO-LUMO gap is 5.291 eV. As for the relative energy (zero: lowest compared OMol25 entry of this formula, charge and spin): 15.7 kcal per mole. The calculation puts the energy at -635.7917 Ha. The net charge is -1.

Quick look at the Mulliken charges, all values in e: C -1.188; C -1.166; C -0.422; C -0.377; H 0.269; H 0.342; H 0.335; H 0.367; H 0.285; H 0.312; H 0.213; H 0.382; H 0.319; H 0.308; C -0.963; C -0.296; S -0.685; H 0.204; H 0.321; H 0.258; H 0.009; H 0.173

***

The molecule C3F6N2O4 at a distorted geometry. Source: the OMol25 dataset; level of theory: ωB97M-V with the def2-TZVPD basis set.

XYZ file:
```
15
Properties=species:S:1:pos:R:3
O 3.109 -0.891 0.476
N 2.200 -0.332 0.101
O 0.956 -0.887 0.775
C -0.125 -0.146 0.037
N 0.089 -0.577 -1.466
O 1.160 -0.916 -1.765
O -0.875 -0.379 -2.105
C 0.137 1.395 0.132
F 0.817 1.638 1.278
F 0.890 1.818 -0.845
F -1.032 1.985 0.104
C -1.523 -0.590 0.617
F -2.584 -0.406 -0.169
F -1.706 0.139 1.701
F -1.512 -1.848 1.130
```

The value obtained for the HOMO-LUMO gap is 10.829 eV. As for the relative energy (zero: lowest compared OMol25 entry of this formula, charge and spin): 0.0 kcal per mole. The calculation puts the energy at -1123.7768 Ha. The net charge is 0.

Quick look at the Mulliken charges, all values in e: O -0.390; N 0.406; O -0.404; C 0.500; N 0.987; O -0.581; O -0.567; C 0.882; F -0.262; F -0.251; F -0.245; C 0.650; F -0.207; F -0.259; F -0.259

***

A 4-piece molecular cluster, C30H70FN6O5S2Si overall at a distorted geometry. Source: the OMol25 dataset; level of theory: ωB97M-V with the def2-TZVPD basis set.

XYZ file:
```
115
Properties=species:S:1:pos:R:3
C 0.797 -6.026 0.533
Si 2.610 -5.389 0.771
C 2.787 -4.832 2.594
C 3.718 -6.976 0.591
N 3.088 -4.148 -0.447
C 3.725 -4.378 -1.733
C 4.148 -5.719 -2.473
S 2.540 -6.530 -3.026
O 1.471 -5.468 -3.255
O 2.735 -7.254 -4.323
N 4.025 -3.214 -2.478
N 3.562 -2.215 -1.680
C 3.700 -0.814 -2.163
C 5.211 -0.291 -2.313
C 6.319 -1.176 -1.569
S 7.402 -2.127 -2.779
O 6.750 -2.301 -4.120
O 8.694 -1.353 -2.935
O 7.834 -3.631 -2.179
C 2.969 -2.711 -0.462
C 2.297 -1.814 0.665
C 0.954 -1.172 -0.019
C 0.780 0.388 0.281
F -0.640 0.672 0.371
H 0.487 -6.613 1.468
H 0.832 -6.804 -0.319
H 0.066 -5.205 0.242
H 3.082 -3.744 2.747
H 3.632 -5.456 3.074
H 1.835 -5.137 3.151
H 4.753 -6.577 0.268
H 3.310 -7.717 -0.168
H 3.868 -7.402 1.637
H 4.809 -6.418 -1.866
H 4.687 -5.448 -3.448
H 2.033 -7.403 -2.068
H 3.136 -0.127 -1.451
H 3.221 -0.759 -3.206
H 5.244 0.748 -1.813
H 5.508 -0.181 -3.417
H 7.047 -0.433 -1.072
H 5.933 -1.838 -0.728
H 7.029 -4.185 -2.056
H 3.001 -0.949 0.892
H 1.932 -2.385 1.574
H 0.071 -1.800 0.371
H 0.971 -1.326 -1.148
H 1.284 0.740 1.252
H 1.150 0.983 -0.625
C -2.948 2.151 2.205
C -4.391 2.051 1.728
N -4.853 3.234 1.014
C -6.301 3.260 0.814
C -6.915 2.172 -0.064
C -4.052 3.639 -0.136
C -3.844 2.617 -1.252
H -2.790 3.049 2.809
H -2.702 1.284 2.825
H -2.246 2.163 1.369
H -5.014 1.913 2.619
H -4.500 1.141 1.125
H -6.593 4.239 0.419
H -6.777 3.206 1.800
H -6.711 2.341 -1.121
H -8.003 2.177 0.053
H -6.567 1.172 0.206
H -3.064 3.943 0.227
H -4.471 4.555 -0.567
H -3.584 1.627 -0.871
H -3.021 2.942 -1.898
H -4.725 2.524 -1.889
C -4.081 0.438 -4.752
C -3.098 -0.609 -4.236
N -2.155 -1.077 -5.246
C -1.420 -2.273 -4.843
C -0.477 -2.156 -3.645
C -1.358 -0.050 -5.909
C -0.493 0.855 -5.031
H -4.613 0.080 -5.636
H -4.823 0.657 -3.979
H -3.581 1.377 -5.000
H -3.694 -1.462 -3.893
H -2.584 -0.208 -3.353
H -0.856 -2.657 -5.699
H -2.153 -3.057 -4.618
H 0.435 -1.614 -3.900
H -0.171 -3.156 -3.320
H -0.949 -1.668 -2.789
H -2.036 0.588 -6.485
H -0.722 -0.516 -6.669
H -1.028 1.225 -4.153
H -0.176 1.730 -5.608
H 0.415 0.349 -4.700
C -0.840 3.466 7.477
C -0.468 4.891 7.081
N -0.378 5.093 5.639
C 0.258 6.355 5.270
C -0.450 7.649 5.667
C -1.564 4.741 4.864
C -2.878 5.435 5.222
H -0.157 2.740 7.028
H -0.779 3.357 8.563
H -1.862 3.215 7.182
H 0.512 5.098 7.525
H -1.177 5.585 7.547
H 0.436 6.368 4.189
H 1.260 6.369 5.716
H -1.322 7.841 5.041
H 0.230 8.496 5.531
H -0.762 7.650 6.713
H -1.719 3.660 4.951
H -1.363 4.897 3.799
H -3.060 5.462 6.299
H -3.714 4.893 4.766
H -2.916 6.454 4.836
```

The value obtained for the HOMO-LUMO gap is 5.336 eV. The calculation puts the energy at -3075.0662 Ha. The net charge is +1.

Mulliken atomic charge list, values in e, 99 entries: C -0.793; Si 0.079; C -1.151; C -0.901; N 0.665; C -0.046; C -0.846; S 0.828; O -0.476; O -0.599; N -0.691; N 1.436; C -0.099; C -0.742; C -0.749; S 1.141; O -0.561; O -0.611; O -0.461; C -0.129; C -0.580; C -0.184; C -0.274; F -0.282; H 0.372; H 0.205; H 0.305; H 0.325; H 0.380; H 0.338; H 0.268; H 0.240; H 0.389; H 0.451; H 0.458; H 0.067; H -0.186; H 0.208; H 0.366; H 0.389; H 0.506; H 0.233; H 0.350; H 0.377; H 0.208; H 0.458; H -0.193; H 0.307; H 0.194; C -0.952; C -0.528; N 0.181; C -0.696; C -0.958; C -1.061; C -0.678; H 0.047; H 0.553; H 0.036; H 0.519; H 0.242; H 0.367; H 0.390; H 0.219; H 0.405; H 0.265; H 0.329; H 0.430; H 0.222; H 0.402; H 0.243; C -1.480; C -0.177; N 0.235; C -1.262; C -0.370; C -0.751; C -0.489; H 0.346; H 0.416; H 0.302; H 0.415; H 0.100; H 0.361; H 0.440; H 0.038; H 0.369; H 0.301; H 0.348; H 0.354; H 0.089; H 0.401; H 0.013; C -1.372; C -0.329; N 0.160; C -0.660; C -0.985; C -0.691

***

The molecule C8H5N5O at a distorted geometry. Source: the OMol25 dataset; level of theory: ωB97M-V with the def2-TZVPD basis set.

XYZ file:
```
19
Properties=species:S:1:pos:R:3
O 0.335 2.346 -2.742
C 0.332 1.726 -1.689
N -0.791 0.942 -1.460
C -0.796 -0.011 -0.454
C -1.924 -0.790 -0.219
C -1.922 -1.779 0.751
C -0.776 -1.944 1.561
C 0.336 -1.125 1.383
C 0.345 -0.178 0.361
N 1.464 0.647 0.187
N 2.576 0.672 0.942
N 3.257 1.675 0.511
N 2.662 2.239 -0.583
C 1.512 1.649 -0.758
H -1.523 0.989 -2.157
H -2.808 -0.578 -0.773
H -2.746 -2.451 0.832
H -0.748 -2.735 2.315
H 1.216 -1.294 1.992
```

The value obtained for the HOMO-LUMO gap is 8.952 eV. As for the relative energy (zero: lowest compared OMol25 entry of this formula, charge and spin): 1.1 kcal per mole. The calculation puts the energy at -656.8589 Ha. The net charge is 0.

Quick look at the Mulliken charges, all values in e: O -0.597; C 0.278; N -0.100; C 0.223; C -0.583; C -0.648; C -0.528; C -0.525; C 0.965; N 0.548; N -0.530; N -0.458; N -0.460; C 0.562; H 0.240; H 0.391; H 0.411; H 0.359; H 0.454

***

A 14-piece molecular cluster, H26NO16 overall at a distorted geometry. Source: the OMol25 dataset; level of theory: ωB97M-V with the def2-TZVPD basis set.

XYZ file:
```
43
Properties=species:S:1:pos:R:3
N 0.432 -0.009 -0.149
O 0.201 1.051 -0.746
O -0.419 -0.501 0.682
O 1.321 -0.712 -0.616
O 0.113 1.519 -3.402
H 0.942 1.178 -3.715
H 0.224 1.426 -2.450
O 0.555 -1.335 3.535
H 0.945 -2.178 3.668
H 1.018 -1.130 2.738
O -0.538 -3.336 -1.050
H -0.366 -4.254 -1.146
H -0.761 -3.328 -0.130
O 1.932 3.323 -0.988
H 2.378 2.470 -1.158
H 2.569 3.949 -0.669
O 0.810 3.394 1.527
H 1.101 3.202 0.645
H 0.081 2.868 1.694
O 0.876 -1.859 -3.259
H 0.178 -2.511 -3.264
H 1.153 -1.703 -2.356
O -3.380 0.421 0.984
H -2.867 -0.023 0.318
H -3.070 0.146 1.835
O -2.458 -0.842 -1.307
H -1.738 -1.272 -0.849
H -2.242 -0.684 -2.226
O -0.986 1.594 2.446
H -0.868 0.817 1.944
H -1.705 1.450 3.042
O 1.674 -2.912 1.161
H 1.354 -2.472 0.346
H 2.309 -2.225 1.423
O 3.473 1.129 -0.731
H 2.957 0.320 -0.883
H 4.354 0.920 -1.083
O -2.375 -1.454 2.838
H -1.553 -1.202 3.157
H -2.129 -1.667 1.962
O -2.114 2.125 -1.509
H -2.003 2.759 -0.785
H -1.377 1.537 -1.460
```

The value obtained for the HOMO-LUMO gap is 9.269 eV. As for the relative energy (zero: lowest compared OMol25 entry of this formula, charge and spin): 25.3 kcal per mole. The calculation puts the energy at -1274.1597 Ha. The net charge is -1.

Quick look at the Mulliken charges, all values in e: N 0.698; O -0.442; O -0.408; O -0.741; O -0.687; H 0.314; H 0.432; O -0.599; H 0.314; H 0.263; O -0.519; H 0.257; H 0.211; O -0.656; H 0.376; H 0.254; O -0.685; H 0.374; H 0.432; O -0.639; H 0.283; H 0.310; O -0.667; H 0.522; H 0.293; O -0.694; H 0.189; H 0.313; O -0.643; H 0.316; H 0.318; O -0.719; H 0.334; H 0.338; O -0.665; H 0.338; H 0.291; O -0.710; H 0.386; H 0.348; O -0.651; H 0.331; H 0.290

***

A 12-piece molecular cluster, C17H58N14O17 overall at a distorted geometry. Source: the OMol25 dataset; level of theory: ωB97M-V with the def2-TZVPD basis set.

XYZ file:
```
106
Properties=species:S:1:pos:R:3
N -3.159 0.865 3.552
C -3.906 -0.167 3.722
N -4.162 -0.679 2.588
O -4.239 -0.442 4.869
H -3.062 1.388 4.411
H -3.192 1.338 2.661
H -4.549 -1.608 2.506
H -3.498 -0.431 1.868
N 1.320 -1.941 6.486
C 1.232 -0.783 5.931
N 1.649 -0.769 4.685
O 0.636 0.174 6.427
H 1.920 -2.598 6.008
H 0.739 -2.049 7.305
H 2.071 -1.636 4.386
H 1.391 -0.139 3.939
N -0.275 5.619 0.890
C -0.659 4.409 1.007
N -0.087 3.860 2.068
O -1.423 3.839 0.281
H 0.484 5.962 1.462
H -0.572 6.106 0.056
H 0.422 4.569 2.577
H -0.529 3.084 2.540
N 1.553 -3.339 1.659
C 1.627 -3.816 2.840
N 0.878 -4.856 2.930
O 2.306 -3.299 3.741
H 0.779 -3.637 1.082
H 1.834 -2.372 1.584
H 0.816 -5.474 3.726
H 0.561 -5.171 2.024
N -1.662 -5.370 0.058
C -0.700 -4.748 -0.506
N -0.151 -5.322 -1.561
O -0.398 -3.658 -0.115
H -2.161 -4.883 0.788
H -2.045 -6.166 -0.433
H 0.718 -4.938 -1.904
H -0.480 -6.199 -1.941
N -2.459 3.226 -2.119
C -3.680 2.896 -1.834
N -4.479 3.075 -2.875
O -4.117 2.479 -0.786
H -2.334 3.615 -3.043
H -1.882 3.207 -1.290
H -5.463 2.853 -2.820
H -4.040 3.501 -3.679
N -0.418 -0.442 -4.287
C 0.293 0.593 -4.003
N 0.196 1.426 -5.005
O 0.881 0.832 -2.960
H -0.428 -1.170 -3.586
H -0.432 -0.731 -5.255
H -0.387 1.148 -5.781
H 0.733 2.272 -4.876
O -4.275 -0.651 -3.084
C -3.193 -1.300 -2.352
C -3.386 -1.625 -0.866
O -4.602 -2.398 -0.755
H -4.413 0.199 -2.660
H -3.111 -2.248 -2.884
H -2.279 -0.705 -2.360
H -3.459 -0.696 -0.301
H -2.621 -2.292 -0.468
H -4.870 -2.699 -1.627
O 4.750 2.069 0.803
C 5.360 0.976 1.452
C 4.187 0.024 1.979
O 3.710 -0.804 1.023
H 5.465 2.661 0.555
H 6.185 0.459 0.961
H 5.793 1.388 2.363
H 3.422 0.610 2.488
H 4.666 -0.569 2.758
H 3.685 -0.295 0.209
O -1.627 1.171 0.509
C -0.461 0.560 -0.078
C 0.357 -0.256 1.015
O 0.568 0.426 2.279
H -1.785 2.100 0.329
H -0.669 -0.023 -0.975
H 0.174 1.406 -0.340
H 1.292 -0.574 0.553
H -0.197 -1.192 1.083
H -0.315 0.732 2.499
O 2.592 2.755 -1.632
C 1.521 3.713 -1.572
C 1.272 4.362 -2.945
O 2.238 5.286 -3.289
H 2.458 2.092 -0.951
H 0.625 3.152 -1.304
H 1.508 4.376 -0.707
H 0.268 4.786 -2.968
H 1.110 3.692 -3.790
H 2.088 5.596 -4.184
O 0.598 -2.184 -2.150
C 1.924 -2.712 -2.208
C 2.979 -1.662 -2.603
O 2.964 -0.462 -1.800
H 0.135 -2.643 -1.445
H 2.239 -3.215 -1.294
H 2.062 -3.474 -2.975
H 2.861 -1.346 -3.639
H 3.956 -2.135 -2.498
H 2.244 0.065 -2.153
```

The value obtained for the HOMO-LUMO gap is 7.862 eV. As for the relative energy (zero: lowest compared OMol25 entry of this formula, charge and spin): 138.1 kcal per mole. The calculation puts the energy at -2728.2404 Ha. The net charge is 0.

Mulliken atomic charge list, values in e, 99 entries: N -0.253; C 0.495; N -0.297; O -0.722; H 0.219; H 0.119; H 0.212; H 0.212; N -0.375; C 0.644; N -0.035; O -0.742; H 0.242; H 0.220; H 0.200; H 0.097; N -0.418; C 0.451; N -0.258; O -0.800; H 0.170; H 0.279; H 0.143; H 0.132; N -0.134; C 0.497; N -0.271; O -0.878; H 0.501; H -0.201; H 0.215; H 0.150; N -0.405; C 0.671; N -0.377; O -0.500; H 0.278; H 0.156; H 0.141; H 0.182; N -0.041; C 0.576; N -0.369; O -0.682; H 0.159; H 0.032; H 0.281; H 0.084; N -0.220; C 0.235; N -0.484; O -0.162; H 0.133; H 0.266; H 0.158; H 0.215; O -0.615; C -0.340; C 0.789; O -0.599; H 0.320; H 0.536; H -0.151; H -0.314; H -0.158; H 0.355; O -0.408; C -0.828; C -0.252; O -0.353; H 0.250; H 0.392; H 0.465; H 0.190; H 0.361; H 0.161; O 0.684; C 2.109; C -0.525; O -0.628; H -0.146; H -0.858; H -0.780; H -0.185; H 0.318; H 0.223; O -0.511; C 0.939; C 0.046; O -0.546; H 0.098; H -0.693; H 0.485; H 0.294; H -0.407; H 0.331; O -0.238; C -0.352; C -0.998

***

Repeat the fourth record exactly.
The molecule C8H5N5O at a distorted geometry. Source: the OMol25 dataset; level of theory: ωB97M-V with the def2-TZVPD basis set.

XYZ file:
```
19
Properties=species:S:1:pos:R:3
O 0.335 2.346 -2.742
C 0.332 1.726 -1.689
N -0.791 0.942 -1.460
C -0.796 -0.011 -0.454
C -1.924 -0.790 -0.219
C -1.922 -1.779 0.751
C -0.776 -1.944 1.561
C 0.336 -1.125 1.383
C 0.345 -0.178 0.361
N 1.464 0.647 0.187
N 2.576 0.672 0.942
N 3.257 1.675 0.511
N 2.662 2.239 -0.583
C 1.512 1.649 -0.758
H -1.523 0.989 -2.157
H -2.808 -0.578 -0.773
H -2.746 -2.451 0.832
H -0.748 -2.735 2.315
H 1.216 -1.294 1.992
```

The value obtained for the HOMO-LUMO gap is 8.952 eV. As for the relative energy (zero: lowest compared OMol25 entry of this formula, charge and spin): 1.1 kcal per mole. The calculation puts the energy at -656.8589 Ha. The net charge is 0.

Quick look at the Mulliken charges, all values in e: O -0.597; C 0.278; N -0.100; C 0.223; C -0.583; C -0.648; C -0.528; C -0.525; C 0.965; N 0.548; N -0.530; N -0.458; N -0.460; C 0.562; H 0.240; H 0.391; H 0.411; H 0.359; H 0.454